(1)
16
Properties=species:S:1:pos:R:3:forces:R:3:mulliken_spin:R:1 method="wB97M-V/def2-TZVPD" total_charge=+1 e_homo_ev="-11.8 / -11.8" spin_multiplicity=3 orbital_gap_ev="8.193 / 4.811"
C -1.22348 -0.11463 1.83302 -0.1 0.0 -0.2 0.001
C 0.01644 0.14822 1.38727 -0.1 0.1 -0.4 -0.021
C 0.60362 1.45474 1.07362 0.1 0.4 0.1 -0.005
H -1.53221 -1.14470 2.00821 0.1 0.3 0.1 -0.001
H -1.94028 0.67754 2.06449 0.2 -0.2 0.0 0.001
H 0.67983 -0.69074 1.16347 -0.1 0.2 0.2 0.005
H 1.65475 1.53469 0.78923 -0.4 0.0 -0.1 0.006
C 0.00689 2.62136 1.34868 0.1 0.1 1.4 0.024
O -0.46244 3.59284 1.77166 0.2 -0.8 -1.0 0.011
O -0.26376 -1.91316 -1.62756 -1.0 -0.7 0.1 0.211
C 0.68197 -1.12225 -2.08280 1.3 0.6 -0.5 -0.076
C 0.95611 0.12984 -1.68919 0.1 -0.7 -0.3 1.011
Na -1.63554 -0.25628 -0.93787 0.1 0.1 0.2 0.009
Hg -0.54270 -4.27489 -2.17028 0.3 0.8 0.2 0.707
H 1.70858 0.85271 -1.99861 -0.3 -0.2 0.1 0.059
H 1.29223 -1.49526 -2.93335 -0.3 0.2 0.2 0.058

(2)
16
Properties=species:S:1:pos:R:3:forces:R:3:nbo_charge:R:1 method="wB97M-V/def2-TZVPD" e_homo_ev="-7.7 / -7.7" orbital_gap_ev="6.617 / 6.613"
C 0.72302 1.61823 -0.06961 -0.5 -1.8 0.7 -0.195
C 0.97205 0.34028 -0.43308 -0.5 1.2 0.5 0.092
C 2.49248 -1.25046 -0.98037 0.4 1.4 -2.1 -0.029
C -3.24113 -2.02100 0.16568 -0.3 -0.6 0.2 0.459
C -0.26576 1.67665 1.00030 0.1 0.4 2.5 -0.562
C -0.00210 -0.55941 0.09876 0.2 2.1 0.4 -0.523
N 2.02715 -0.10209 -1.19406 -0.2 0.4 -0.2 -0.370
O -4.30602 -2.39219 0.22379 0.3 0.0 0.0 -0.501
S -1.22901 0.11229 0.91295 0.8 0.4 1.1 0.749
I -3.42109 0.87642 -0.50568 -0.2 0.9 -0.4 -0.427
H 1.29902 2.46233 -0.13866 1.6 1.7 -0.9 0.225
H 3.14342 -1.54028 -1.74114 1.6 -0.8 -0.9 0.172
H 2.25996 -1.97370 -0.28800 -0.9 -1.3 2.1 0.152
H 0.34847 1.75086 2.07042 -1.7 -0.7 -2.4 0.265
H -0.92044 2.53741 0.99517 -0.3 0.1 -0.1 0.264
H 0.11998 -1.53534 -0.11648 -0.4 -3.3 -0.5 0.230

| no. | M (g/mol) |
| --- | --- |
| 1 | 333.7 |
| 2 | 267.1 |